Entry 1:
{
  "formula": "C20H14BrF3N3O6SSe4Ta",
  "method": "ωB97M-V/def2-TZVPD",
  "total_charge": 0,
  "e_homo_ev": -6.844,
  "total_energy_ev": -389691.7820,
  "lumo_energy_ev": -1.1,
  "gap_ev": 5.773,
  "symbols": ["C", "C", "O", "C", "H", "Ta", "C", "H", "H", "H", "O", "Se", "H", "Se", "S", "C", "O", "N", "Se", "F", "H", "C", "N", "Br", "H", "H", "F", "C", "O", "C", "C", "H", "F", "C", "C", "H", "C", "H", "C", "H", "Se", "C", "C", "O", "H", "C", "C", "N", "C", "O", "H", "C", "C"],
  "positions_angstrom": [[-1.740, 2.404, 2.778], [-0.951, -1.531, 0.735], [1.864, -1.613, 1.514], [-0.865, 1.180, 2.791], [-4.546, 3.675, 4.125], [0.746, 1.986, 0.436], [-2.062, 4.510, 2.007], [0.657, -2.963, -1.204], [-3.771, 5.587, 2.719], [3.641, -4.286, -4.749], [0.623, 0.998, -1.370], [2.017, 3.887, 1.863], [2.942, -2.900, -5.576], [2.751, 5.392, -1.154], [1.639, -0.813, 0.364], [3.626, -3.197, -4.779], [-1.114, 1.543, -0.158], [-0.018, -0.584, 0.163], [3.856, 4.681, 0.854], [-2.733, 0.064, -1.803], [4.622, -2.844, -5.041], [-0.645, -2.763, 1.309], [-2.186, -1.090, 0.604], [-1.502, 5.998, 0.990], [-4.182, -1.415, 0.917], [-1.498, -4.470, 2.254], [-1.130, 0.535, -3.143], [3.407, -1.010, -1.684], [0.333, 1.438, 2.288], [-3.227, 4.656, 2.755], [-0.543, 0.509, -0.873], [0.360, -3.131, 1.411], [-1.173, -1.398, -2.187], [1.557, -2.580, -1.667], [-1.433, -0.093, -2.008], [3.928, -0.176, -1.234], [3.857, -1.576, -2.865], [-3.150, 1.567, 4.133], [2.024, -3.126, -2.846], [4.749, -1.182, -3.334], [0.923, 4.130, -0.803], [2.263, -1.527, -1.100], [-1.702, -3.514, 1.789], [-1.235, 0.120, 3.214], [1.483, -3.945, -3.303], [-2.885, 2.435, 3.547], [-3.190, -1.829, 1.059], [-1.329, 3.413, 2.000], [-3.002, -3.050, 1.677], [2.259, 0.547, 0.467], [-3.842, -3.616, 2.053], [-3.645, 3.594, 3.531], [3.171, -2.627, -3.466]],
  "atomic_forces_ev_per_a": [[-0.085, -0.003, -0.019], [-0.300, 0.229, 0.045], [0.096, -0.083, -0.052], [-0.241, 0.169, -0.050], [-0.007, -0.001, -0.009], [0.373, 1.919, 0.271], [0.016, 0.003, 0.001], [-0.012, 0.016, -0.009], [0.000, -0.001, -0.001], [0.001, 0.000, 0.000], [0.121, -0.031, 0.119], [0.205, -0.761, 1.979], [0.002, 0.001, -0.001], [0.300, 0.360, -0.015], [-0.570, -0.153, -0.326], [0.015, -0.020, 0.015], [0.105, -0.227, 0.381], [0.452, -0.531, -0.041], [0.643, -0.211, 0.096], [-0.014, 0.018, -0.007], [0.001, -0.002, 0.002], [0.013, 0.000, -0.054], [0.027, 0.000, 0.013], [-0.009, -0.002, 0.009], [0.001, 0.003, 0.005], [-0.002, 0.000, 0.000], [0.025, -0.006, -0.014], [0.034, -0.030, 0.003], [0.070, -0.428, -0.119], [-0.020, -0.030, 0.027], [0.556, -0.303, -0.012], [-0.005, 0.009, -0.014], [-0.021, -0.019, 0.032], [0.089, -0.099, 0.059], [-0.122, 0.100, 0.065], [-0.018, 0.020, -0.013], [-0.004, 0.000, 0.008], [0.010, -0.003, 0.004], [-0.006, -0.004, 0.009], [-0.007, 0.008, -0.006], [-1.727, -0.332, -2.571], [-0.042, 0.201, -0.092], [-0.008, -0.016, 0.008], [0.191, 0.036, 0.162], [-0.007, 0.008, -0.007], [0.018, -0.004, -0.028], [0.000, 0.024, 0.004], [0.018, 0.006, -0.041], [-0.003, -0.010, 0.018], [-0.150, 0.125, 0.198], [-0.001, -0.005, -0.013], [0.004, 0.044, -0.008], [-0.006, 0.014, -0.006]]
}

=====

Entry 2:
{
  "formula": "C29H67Cl8F2O26P5",
  "method": "ωB97M-V/def2-TZVPD",
  "total_charge": 0,
  "e_homo_ev": -10.150,
  "total_energy_ev": -236464.1560,
  "lumo_energy_ev": 0.3,
  "gap_ev": 10.458,
  "symbols": ["H", "H", "H", "H", "H", "H", "O", "H", "C", "P", "Cl", "O", "Cl", "H", "H", "P", "H", "Cl", "O", "O", "H", "O", "F", "Cl", "O", "H", "H", "H", "H", "C", "H", "H", "O", "C", "O", "H", "H", "H", "H", "H", "H", "H", "H", "O", "C", "O", "H", "P", "C", "C", "H", "C", "H", "O", "H", "P", "C", "H", "O", "Cl", "P", "H", "H", "H", "O", "H", "H", "H", "H", "O", "H", "H", "H", "H", "H", "O", "Cl", "H", "H", "H", "C", "C", "H", "C", "C", "O", "C", "C", "H", "C", "O", "C", "H", "O", "H", "H", "H", "H", "C", "O", "O", "H", "H", "C", "O", "C", "C", "H", "H", "C", "H", "H", "H", "O", "H", "H", "H", "O", "H", "C", "H", "H", "O", "H", "F", "H", "Cl", "C", "C", "C", "Cl", "O", "C", "C", "C", "C", "O"],
  "positions_angstrom": [[-1.900, 1.240, -3.751], [-5.633, -3.068, -1.194], [-4.168, 3.534, -0.073], [3.655, -0.503, -2.213], [-3.445, -2.056, -0.797], [4.059, 2.865, 2.115], [3.970, 3.499, -0.541], [2.746, 3.637, 3.094], [-0.375, 6.597, 0.406], [1.150, 0.426, 5.504], [-4.661, 2.342, -4.758], [-1.052, 0.440, 0.443], [2.871, -1.301, 1.977], [-4.633, 1.184, -8.179], [-1.852, 2.794, -2.825], [3.783, 4.843, 0.009], [3.076, 7.353, -1.650], [-5.837, -2.933, -3.587], [-0.375, 0.762, 5.556], [1.246, -0.975, 4.649], [-5.462, 3.370, 1.156], [0.323, 7.284, 2.494], [-0.181, 5.158, 2.211], [-2.685, -1.936, -3.092], [2.152, -4.611, -0.998], [4.664, -6.347, -3.374], [-4.583, -6.019, 3.983], [-2.964, 1.483, -2.380], [1.594, 6.597, -2.182], [-4.402, -5.283, 3.157], [0.210, -2.611, 4.037], [4.244, -2.910, -1.109], [2.529, 5.658, -0.583], [3.692, 3.848, 2.530], [1.330, 0.041, 7.009], [3.228, 5.780, -2.602], [-4.483, -4.146, -2.042], [-3.681, 0.624, -6.019], [2.507, -1.059, -0.325], [-3.644, -0.314, 2.980], [-4.385, -1.048, -1.867], [5.077, -1.807, -0.180], [-0.183, 1.920, 3.805], [-2.796, -2.116, 2.875], [-0.589, 6.423, 1.923], [-1.516, 2.723, -0.098], [6.167, 4.435, 1.081], [-2.762, -3.544, 2.192], [-3.603, 2.788, 1.891], [-4.919, -3.120, -2.032], [-1.538, -5.412, 0.554], [3.646, -5.929, -3.494], [-0.812, -3.918, -0.237], [-3.169, -4.645, 3.223], [0.152, -0.814, -0.643], [-0.635, 1.630, -0.488], [2.706, -0.330, 7.540], [3.683, -4.841, -3.300], [-0.989, 1.120, -1.921], [-5.059, 1.276, 0.035], [1.616, -5.723, -1.826], [6.978, 6.001, 0.700], [-1.163, -4.551, -2.156], [2.389, -0.768, 8.475], [0.630, -5.302, -3.103], [0.017, -3.351, -2.811], [-1.806, 1.917, 4.624], [-4.595, -5.678, 2.159], [-0.504, -1.890, 5.444], [2.699, -6.615, -2.582], [-4.195, 2.678, -7.459], [-0.868, -4.191, -3.923], [-2.439, -0.450, 1.728], [-5.219, -4.514, 3.249], [3.225, -6.110, -4.494], [3.230, 4.853, 1.577], [4.729, -3.696, 1.146], [-4.033, -1.329, 1.559], [2.048, -2.684, 0.318], [-1.209, 6.876, -0.274], [-0.877, -4.571, 0.657], [2.865, -1.936, 0.289], [0.572, -8.395, -2.373], [-4.908, 1.857, -7.373], [1.138, 7.860, 1.532], [0.761, -6.677, -0.956], [-4.647, 1.161, -6.082], [-0.943, 1.263, 4.292], [-1.591, 6.657, 2.423], [-0.017, -7.789, -1.627], [3.151, -0.409, -5.288], [2.651, 6.380, -1.865], [2.643, 1.950, 0.501], [-3.526, -3.603, 0.923], [0.953, -2.758, 5.565], [-0.301, -8.441, -0.791], [-2.881, 1.954, 1.708], [4.484, 4.220, 3.208], [0.399, -2.066, 4.935], [0.701, 7.543, 0.312], [3.382, -1.904, -3.698], [-5.349, 0.322, -5.855], [0.497, -0.789, 1.120], [-1.951, 1.702, -2.776], [4.939, 5.864, -0.057], [6.005, 5.538, 0.910], [-4.570, 2.875, 0.708], [0.100, 5.676, -0.039], [-3.182, 3.731, 2.180], [-3.290, -0.934, 2.222], [-1.247, 0.478, 3.635], [5.582, 5.940, 1.818], [0.183, -4.840, 0.814], [2.926, -2.641, -5.700], [3.948, 0.946, -3.920], [3.329, 0.577, 7.682], [-0.915, -7.429, -2.098], [0.908, 1.811, -0.620], [1.313, 1.592, 1.479], [1.600, 2.156, 0.608], [-1.016, -1.556, 0.547], [1.435, 3.228, 0.724], [2.119, 8.492, 1.811], [3.179, -1.043, 6.831], [1.727, -1.053, -2.544], [2.176, 0.987, -3.973], [-6.588, 2.388, -7.613], [2.989, -0.767, -3.012], [3.089, 0.328, -4.053], [3.075, -1.714, -4.993], [-4.457, 2.276, 3.430], [-1.267, -3.767, 1.835], [-0.394, -4.350, -2.960], [-3.898, -1.995, -1.764], [-0.308, -0.769, 0.360], [4.282, -2.513, -0.128], [2.000, 1.409, 4.850]],
  "atomic_forces_ev_per_a": [[0.363, -0.053, -0.176], [0.069, -0.129, -0.469], [0.030, -0.616, 0.088], [0.078, -0.496, 0.855], [0.413, -0.473, 0.385], [-0.456, 1.200, -0.149], [0.704, 0.158, -0.126], [1.162, -0.029, -0.085], [0.571, -0.899, -1.506], [-0.113, -1.883, -1.297], [-0.128, 0.026, 0.390], [0.869, -0.132, 0.704], [0.209, 0.205, -0.105], [-0.336, -0.200, -0.226], [0.149, -0.296, -0.109], [-3.794, -0.307, 1.640], [0.479, 0.024, -0.107], [0.396, 0.095, 0.657], [-1.016, 0.249, -0.906], [-0.147, 1.796, 0.643], [0.230, -0.503, -0.821], [0.617, 0.985, -0.286], [-0.434, -0.591, 0.483], [0.329, -0.086, 0.285], [-0.658, -0.836, -1.036], [-0.845, -0.005, 0.055], [0.793, 0.616, -0.855], [0.476, 0.167, -0.185], [1.080, -0.598, 0.075], [-3.108, 0.472, 0.139], [-0.240, -0.087, -0.883], [-0.415, -1.171, -0.751], [1.011, -0.076, -0.834], [-1.141, -0.788, 0.457], [1.873, -0.111, 0.707], [-0.505, 0.532, 0.450], [-0.139, 0.951, -0.028], [-0.164, 0.727, -0.491], [0.698, -1.093, 0.442], [-0.912, 0.987, 1.099], [-0.456, 0.527, 0.151], [0.331, 0.977, 0.499], [-0.597, -0.536, 0.236], [0.577, -1.620, 1.310], [-0.827, 0.324, -0.008], [0.272, 1.588, 0.372], [-0.336, 0.987, -0.657], [-0.691, 1.221, -2.635], [-0.096, -2.290, -0.225], [0.335, -0.222, 0.768], [-0.137, -0.306, -0.235], [-0.563, 0.000, 0.010], [-0.698, -0.318, 0.587], [1.568, 0.162, 0.993], [-0.281, -0.527, 0.381], [-2.316, 0.448, -0.996], [-1.411, 0.507, -1.070], [-0.135, -0.562, 0.013], [1.060, -0.714, -0.905], [0.323, 0.652, 0.270], [0.410, 2.124, -1.478], [-0.696, 0.044, -0.506], [0.867, -0.115, -0.966], [0.614, -0.254, 0.203], [1.515, -1.122, 1.443], [0.253, 0.003, 0.653], [0.904, -0.978, -0.633], [0.348, -0.490, 0.161], [-1.244, 0.966, 0.485], [0.116, 0.692, 0.153], [-0.491, 0.343, 0.001], [-0.349, -0.722, -0.151], [-0.615, -0.094, -0.111], [0.605, -0.590, 0.215], [0.514, 0.169, 0.247], [1.784, -0.640, -1.573], [0.229, -0.161, -0.741], [-0.588, 0.705, -0.654], [0.960, 0.133, -0.474], [0.400, 0.183, 0.936], [1.293, 1.372, 0.549], [0.147, 0.631, -0.338], [-0.231, 1.002, 0.885], [0.964, -0.323, -0.614], [1.183, -0.063, 0.980], [-1.333, -2.293, -0.869], [-0.229, -1.624, 0.987], [0.082, 2.286, 1.448], [1.159, -0.715, -1.053], [1.106, -0.450, 0.747], [-0.809, 0.574, -0.066], [-1.052, -0.431, 0.603], [0.467, 0.020, -0.570], [-0.753, -0.003, 0.429], [0.138, -0.167, 0.228], [0.174, 0.218, -0.291], [-0.229, 1.258, 0.216], [-0.544, 0.171, -0.439], [1.570, -1.290, 0.334], [-0.510, 0.692, 0.245], [0.210, 0.058, 1.434], [0.048, 1.015, -0.163], [-0.537, 0.023, -0.283], [-1.483, 0.347, 0.665], [2.345, 0.125, -0.004], [-0.215, -0.496, 0.628], [-0.579, 1.070, 1.298], [-0.907, 0.485, 0.781], [0.482, 0.307, -0.404], [1.334, -1.374, -0.994], [-0.199, -0.696, -0.217], [0.423, 0.149, 0.558], [-0.733, -0.264, 0.279], [-0.396, -0.240, -1.371], [0.774, 0.209, -0.052], [-0.554, -0.557, -0.180], [-0.124, 0.562, -0.143], [0.385, -0.769, 0.725], [-0.809, -0.306, 0.258], [0.032, 0.847, -0.076], [-0.029, -0.570, -0.135], [0.166, -0.172, 0.444], [-1.265, -0.452, -0.556], [-0.291, 0.424, 0.635], [0.058, 0.807, -0.069], [0.831, -0.718, -0.473], [0.316, 0.006, 0.143], [0.367, 0.002, -0.024], [-2.288, 0.259, -0.073], [1.120, -0.435, -0.183], [-0.146, 0.109, -0.355], [1.522, -0.488, 0.079], [-0.749, 1.305, 0.438], [-0.915, -0.539, -1.732], [1.043, 0.000, -0.234], [-1.994, 0.463, 1.640], [0.655, 0.412, 0.114]]
}

=====

Entry 3:
{
  "formula": "C6H9N2O2",
  "method": "ωB97M-V/def2-TZVPD",
  "total_charge": -1,
  "e_homo_ev": -4.336,
  "total_energy_ev": -13444.8919,
  "lumo_energy_ev": 3.4,
  "gap_ev": 7.696,
  "symbols": ["O", "H", "C", "N", "H", "C", "H", "C", "O", "C", "H", "C", "H", "H", "H", "H", "H", "C", "N"],
  "positions_angstrom": [[1.502, 1.792, -2.669], [-1.378, -2.177, 3.963], [0.244, -0.598, 1.917], [-1.872, -0.017, 1.642], [-0.693, 1.026, -2.883], [-0.143, 0.089, -2.915], [-0.370, -0.572, -2.080], [-1.188, 0.350, 0.603], [2.091, -0.333, -2.161], [-1.375, -1.099, 3.847], [0.823, 0.196, 0.011], [1.332, 0.562, -2.600], [-1.450, 1.031, -0.200], [-0.672, -0.792, 4.634], [1.172, -0.923, 2.328], [-0.283, -0.438, -3.855], [-2.338, -0.732, 4.174], [-0.993, -0.679, 2.479], [0.099, -0.033, 0.700]],
  "atomic_forces_ev_per_a": [[0.451, 0.223, -0.149], [-0.263, -0.422, -0.158], [0.312, -1.115, 0.635], [-1.055, -0.265, 0.603], [-0.570, -0.251, -0.134], [0.959, 0.550, 0.496], [-0.487, -0.112, -0.151], [0.478, 0.515, -0.681], [0.311, 0.038, 0.036], [0.426, -0.546, 0.873], [-0.170, -0.330, 0.299], [-0.964, -0.395, 0.211], [-0.461, -0.472, 0.061], [0.117, 0.294, -0.382], [0.474, -0.178, -0.144], [0.139, -0.012, -0.094], [-0.337, 0.162, -0.315], [-0.129, 1.441, -0.263], [0.768, 0.874, -0.742]]
}